{"formula": "C45H57F10N2O5PReSb", "method": "ωB97M-V with the def2-TZVPD basis set", "multiplicity": 4, "charge": 1, "homo_energy_ev": [-10.58, -10.76], "total_energy_ha": -3893.11185, "relative_energy_kj_mol": 0.0, "s2": 3.770, "species": ["Re", "C", "C", "N", "C", "C", "C", "C", "N", "C", "C", "F", "C", "F", "C", "C", "F", "C", "F", "H", "H", "H", "H", "H", "H", "H", "H", "H", "H", "H", "H", "H", "H", "H", "C", "C", "C", "C", "C", "C", "C", "Sb", "C", "C", "C", "C", "C", "C", "C", "C", "C", "C", "C", "C", "C", "C", "H", "H", "H", "H", "H", "H", "H", "H", "H", "H", "H", "H", "H", "H", "H", "H", "H", "H", "H", "H", "H", "C", "C", "C", "C", "O", "P", "O", "O", "O", "C", "C", "C", "C", "H", "H", "H", "H", "H", "H", "H", "H", "H", "H", "H", "H", "H", "H", "H", "H", "H", "H", "C", "C", "O", "C", "F", "F", "F", "C", "F", "F", "F", "H", "H", "H"], "coordinates": [[1.0803, -0.5902, -0.3106], [-1.9853, -2.2683, -0.5563], [-1.1790, -2.8357, 0.5881], [0.2993, -2.5406, 0.5976], [1.0465, -3.7451, 0.0994], [0.6416, -4.2313, -1.2710], [0.6926, -2.3481, 2.0186], [2.1343, -1.9118, 2.1170], [2.4297, -1.0626, 0.9522], [3.8159, -0.9334, 0.6588], [4.3261, -1.3577, -0.5577], [3.5016, -1.9108, -1.4645], [5.6680, -1.2220, -0.8562], [6.1036, -1.6315, -2.0466], [6.5412, -0.6792, 0.0647], [6.0433, -0.2820, 1.2895], [6.8542, 0.2526, 2.2017], [4.6979, -0.4036, 1.5915], [4.2437, 0.0144, 2.7777], [-3.0359, -2.4983, -0.3697], [-1.7072, -2.6954, -1.5163], [-1.9025, -1.1838, -0.6379], [-1.2805, -3.9233, 0.5974], [-1.5722, -2.4829, 1.5422], [0.8886, -4.5344, 0.8431], [2.1082, -3.4982, 0.1062], [-0.3481, -4.6879, -1.2751], [1.3548, -4.9949, -1.5820], [0.6518, -3.4386, -2.0150], [0.5427, -3.2804, 2.5725], [0.0350, -1.5923, 2.4364], [2.8305, -2.7547, 2.1279], [2.2828, -1.3402, 3.0365], [7.5906, -0.5672, -0.1666], [-2.9800, 3.3685, 4.1300], [-3.5947, 2.1831, 3.4362], [-4.9750, 2.0024, 3.5023], [-5.6112, 0.9385, 2.8793], [-4.8658, 0.0194, 2.1605], [-3.4907, 0.1892, 2.0831], [-2.8426, 1.2496, 2.7116], [-0.7188, 1.2646, 2.4840], [-0.3796, 3.2850, 1.8826], [0.7661, 3.9667, 2.2912], [0.9909, 5.2872, 1.9254], [0.0619, 5.9407, 1.1336], [-1.0441, 5.2486, 0.6638], [-1.2735, 3.9179, 1.0034], [-2.4361, 3.2020, 0.3635], [-0.3059, 1.2738, 4.6047], [0.1817, 2.4120, 5.2511], [0.4050, 2.4326, 6.6184], [0.1367, 1.3030, 7.3732], [-0.3605, 0.1746, 6.7489], [-0.5850, 0.1331, 5.3733], [-1.1243, -1.1600, 4.8128], [-3.7402, 3.9189, 4.6811], [-2.5121, 4.0567, 3.4213], [-2.2102, 3.0584, 4.8373], [-5.5649, 2.7209, 4.0579], [-6.6851, 0.8339, 2.9546], [-5.3445, -0.8153, 1.6656], [-2.9113, -0.5175, 1.5019], [1.5268, 3.4571, 2.8667], [1.8875, 5.7949, 2.2545], [0.2117, 6.9748, 0.8546], [-1.7394, 5.7438, -0.0028], [-2.8206, 3.7827, -0.4738], [-3.2590, 3.0334, 1.0584], [-2.1295, 2.2251, -0.0246], [0.3533, 3.3227, 4.7012], [0.7718, 3.3344, 7.0898], [0.3006, 1.3034, 8.4424], [-0.5910, -0.7045, 7.3389], [-1.8519, -1.5937, 5.4987], [-0.3278, -1.8970, 4.6896], [-1.6356, -1.0306, 3.8616], [-3.4611, -2.0787, -4.3266], [-2.8119, -0.7081, -4.2664], [-3.7479, 0.3362, -3.6912], [-2.2777, -0.2771, -5.6202], [-1.7324, -0.8147, -3.2659], [-0.2035, -1.0518, -3.5052], [0.5236, -0.1284, -4.3657], [0.2354, -0.9981, -1.9588], [-0.1013, -2.5676, -3.9183], [0.9147, -3.1480, -4.8322], [0.6121, -4.6335, -4.8099], [0.7150, -2.5821, -6.2260], [2.2998, -2.8468, -4.2919], [-4.2682, -2.0744, -5.0594], [-3.8777, -2.3506, -3.3564], [-2.7309, -2.8336, -4.6186], [-4.6190, 0.4466, -4.3362], [-3.2453, 1.3005, -3.6175], [-4.0867, 0.0416, -2.6976], [-3.1246, -0.1171, -6.2882], [-1.6388, -1.0396, -6.0625], [-1.7069, 0.6467, -5.5468], [-0.3999, -4.8224, -5.1683], [0.7078, -5.0431, -3.8059], [1.3112, -5.1558, -5.4626], [-0.2687, -2.8521, -6.6114], [1.4650, -3.0156, -6.8880], [0.8240, -1.4995, -6.2359], [2.4508, -3.3158, -3.3195], [2.4643, -1.7726, -4.2039], [3.0476, -3.2443, -4.9782], [1.3645, 3.5791, -1.0603], [2.1187, 2.2627, -0.9407], [1.2216, 1.2852, -0.4684], [2.6737, 1.8799, -2.3219], [1.7637, 2.0686, -3.2558], [3.7413, 2.6116, -2.6303], [3.0327, 0.5762, -2.3556], [3.2828, 2.4125, 0.0893], [2.8839, 2.0057, 1.2962], [4.3593, 1.6840, -0.2327], [3.6783, 3.6758, 0.1905], [0.4239, 3.3898, -1.5714], [1.9440, 4.3022, -1.6319], [1.1650, 3.9911, -0.0740]], "forces_ev_per_a": [[-0.5099, 0.1056, 0.1546], [-0.0796, 0.0467, -0.0016], [0.0229, -0.0837, 0.1151], [0.0407, -0.0701, -0.1922], [0.0748, 0.0544, 0.0257], [0.0013, 0.0025, -0.0400], [-0.0297, -0.1690, 0.0772], [0.1184, 0.0755, 0.0326], [0.2283, -0.0707, 0.0871], [-0.2009, -0.1048, 0.2278], [0.1297, -0.0246, -0.0499], [-0.0644, -0.0431, 0.0185], [0.0291, 0.0273, 0.0025], [0.0040, 0.0121, 0.0401], [-0.0111, -0.0277, -0.0266], [-0.0602, 0.0136, 0.1085], [-0.0245, -0.0319, -0.0580], [0.1707, -0.0893, 0.0793], [0.0227, -0.0290, -0.0981], [-0.0131, -0.0439, -0.0134], [-0.0085, 0.0039, 0.0249], [0.0005, -0.0284, 0.0270], [-0.0225, -0.0055, 0.1097], [-0.0650, 0.0984, -0.0641], [0.0291, -0.0151, -0.0257], [-0.0137, 0.0091, -0.0248], [-0.0108, 0.0162, -0.0044], [-0.0057, -0.0310, 0.0163], [0.0151, -0.0624, 0.1271], [-0.0660, 0.0411, 0.0035], [0.0686, 0.0399, -0.0320], [-0.0450, 0.0058, 0.0030], [0.0128, -0.0520, -0.0193], [0.0127, 0.0001, -0.0043], [-0.0126, -0.0035, 0.0036], [-0.0119, -0.0190, 0.1437], [-0.0193, 0.0219, 0.0102], [0.0397, 0.0120, -0.0210], [0.0281, 0.0477, 0.0182], [-0.0429, 0.0116, -0.0043], [-0.0690, -0.1901, -0.0117], [-0.0100, -0.1122, 0.0084], [-0.0226, 0.0999, -0.0006], [-0.0309, -0.0299, 0.0790], [-0.0433, 0.0217, 0.1332], [-0.0560, 0.0178, 0.0305], [0.0237, 0.0392, 0.0134], [-0.0141, -0.0331, -0.0248], [0.0021, 0.0701, -0.0387], [0.1220, 0.0133, 0.1102], [-0.0146, -0.0966, -0.0086], [0.0097, 0.0148, -0.0137], [0.0093, 0.0028, 0.0110], [0.0081, -0.0155, -0.0128], [0.0299, 0.0435, -0.0596], [-0.0278, 0.0244, 0.0503], [-0.0054, 0.0297, -0.0003], [-0.0220, -0.0415, 0.0100], [-0.0613, 0.0125, -0.0259], [-0.0133, 0.0073, 0.0145], [-0.0169, -0.0010, 0.0073], [-0.0053, -0.0041, -0.0101], [0.0655, -0.0946, -0.0465], [-0.0355, -0.0034, 0.1507], [0.0208, 0.0008, 0.0105], [0.0081, 0.0196, -0.0165], [-0.0170, 0.0121, -0.0094], [0.0277, 0.0096, -0.0258], [0.0384, 0.0424, -0.0773], [-0.0354, 0.0014, 0.0160], [0.0436, 0.0893, -0.1417], [0.0119, 0.0108, -0.0001], [-0.0013, 0.0059, 0.0108], [-0.0075, -0.0148, 0.0127], [-0.0025, 0.0092, 0.0058], [0.0288, -0.0001, -0.0140], [-0.0481, 0.0224, -0.1092], [-0.0421, -0.0158, -0.0652], [0.1113, -0.0689, 0.0539], [-0.0244, 0.0170, 0.0234], [-0.0401, 0.0269, -0.0197], [-0.0756, 0.1654, -0.0210], [-0.0754, 0.1534, 0.3485], [0.1263, 0.2074, -0.0125], [0.0899, -0.2734, -0.3202], [-0.0597, -0.1319, 0.0241], [-0.0743, 0.0951, 0.0112], [-0.0047, -0.0399, -0.0325], [0.0381, 0.0043, -0.0624], [0.0899, 0.0191, 0.0021], [-0.0212, -0.0086, -0.0013], [0.0071, 0.0031, 0.0217], [0.0034, 0.0014, -0.0160], [-0.0269, 0.0046, -0.0062], [0.0121, 0.0065, -0.0175], [-0.0033, -0.0149, 0.0108], [0.0043, -0.0054, -0.0128], [0.0176, -0.0243, -0.0024], [-0.0088, 0.0140, 0.0146], [-0.0024, 0.0063, -0.0020], [0.0135, -0.0009, -0.0102], [0.0085, -0.0121, -0.0167], [-0.0278, -0.0099, 0.0079], [-0.0063, -0.0099, -0.0356], [0.0359, -0.0279, 0.0163], [0.0152, 0.0012, -0.0110], [-0.0147, 0.0065, -0.0271], [0.0141, -0.0292, 0.0064], [0.0296, 0.0408, -0.0344], [-0.1902, 0.3310, 0.1822], [0.3758, -0.1299, -0.2261], [-0.0841, -0.2064, 0.0386], [-0.2251, 0.0219, -0.2086], [0.2388, 0.1320, -0.0050], [0.0465, -0.0109, 0.0224], [-0.1826, 0.0332, -0.2704], [-0.0424, -0.0171, 0.2511], [0.1183, 0.0586, -0.1613], [0.1212, 0.2009, 0.0187], [0.0148, -0.0183, -0.0333], [0.0117, 0.0115, 0.0001], [0.0665, -0.1304, -0.2257]]}